{"formula": "C57H66ClGeIrO9P", "method": "wB97M-V/def2-TZVPD", "lumo_ev": [-1.558, -1.640], "gap_ev": [6.03, 6.11], "total_charge": 0, "multiplicity": 2, "de_lowest_kcal_mol": 49.9, "elements": ["Ir", "C", "C", "C", "C", "C", "C", "C", "C", "C", "C", "C", "C", "C", "C", "C", "C", "C", "C", "C", "C", "C", "P", "C", "C", "C", "C", "C", "C", "C", "C", "H", "H", "H", "H", "H", "H", "H", "H", "H", "H", "H", "H", "H", "H", "H", "H", "H", "H", "H", "H", "H", "H", "H", "H", "H", "H", "H", "H", "H", "H", "H", "H", "H", "H", "H", "H", "H", "H", "H", "H", "H", "H", "H", "H", "H", "O", "C", "C", "O", "C", "C", "O", "C", "O", "O", "Cl", "C", "C", "O", "O", "H", "H", "O", "C", "O", "C", "C", "Ge", "C", "C", "C", "C", "C", "C", "C", "C", "C", "C", "C", "C", "C", "C", "C", "C", "C", "C", "H", "H", "H", "H", "H", "H", "H", "H", "H", "H", "H", "H", "H", "H", "H", "H", "H", "H", "H"], "xyz": [[0.24, 0.32, 0.10], [-4.46, -1.04, 2.39], [-3.16, -0.26, 2.54], [-2.02, -1.16, 3.01], [-2.79, 0.48, 1.25], [-1.52, 1.33, 1.43], [-1.20, 2.42, 0.65], [-1.00, 3.78, 1.26], [-2.21, 4.64, 0.86], [-0.88, 3.80, 2.78], [-1.06, 2.27, -0.79], [-1.59, 1.21, -1.49], [-2.85, -0.39, 0.02], [-1.38, 0.88, -2.95], [-2.62, 1.18, -3.79], [-0.95, -0.57, -3.16], [-0.21, 3.24, -1.54], [-0.86, 4.17, -2.35], [-0.14, 5.12, -3.05], [1.24, 5.16, -2.93], [1.89, 4.22, -2.15], [1.18, 3.23, -1.46], [1.99, 1.82, -0.64], [3.04, 2.51, 0.78], [3.76, 3.82, 0.46], [2.08, 2.77, 1.94], [4.02, 1.42, 1.23], [3.15, 1.15, -1.98], [3.51, -0.30, -1.61], [2.35, 1.10, -3.29], [4.46, 1.92, -2.23], [-4.80, -1.36, 3.38], [-4.32, -1.95, 1.79], [-5.25, -0.45, 1.94], [-3.31, 0.53, 3.28], [-1.85, -2.00, 2.33], [-2.29, -1.58, 3.98], [-1.08, -0.63, 3.13], [-1.35, 1.51, 2.48], [-0.12, 4.25, 0.82], [-3.14, 4.18, 1.21], [-2.28, 4.78, -0.22], [-2.12, 5.63, 1.32], [-1.84, 3.57, 3.25], [-0.58, 4.81, 3.10], [-0.13, 3.10, 3.16], [-3.84, -0.86, -0.06], [-0.57, 1.53, -3.28], [-3.48, 0.60, -3.43], [-2.43, 0.89, -4.82], [-2.87, 2.24, -3.77], [-1.81, -1.23, -3.10], [-0.21, -0.90, -2.43], [-0.51, -0.69, -4.16], [-1.94, 4.13, -2.43], [-0.66, 5.83, -3.68], [1.81, 5.90, -3.46], [2.96, 4.25, -2.09], [3.05, 4.60, 0.19], [4.50, 3.72, -0.32], [4.27, 4.14, 1.37], [1.46, 3.64, 1.73], [2.66, 2.98, 2.84], [1.45, 1.91, 2.14], [4.83, 1.26, 0.53], [3.50, 0.47, 1.40], [4.46, 1.72, 2.19], [2.62, -0.91, -1.49], [4.09, -0.36, -0.69], [4.11, -0.73, -2.42], [1.39, 0.60, -3.13], [2.91, 0.52, -4.03], [2.16, 2.09, -3.70], [5.10, 1.95, -1.35], [4.30, 2.93, -2.59], [5.00, 1.38, -3.01], [3.34, -4.42, 2.79], [2.73, -3.53, 2.27], [2.32, -2.21, 2.90], [2.59, -1.83, 4.02], [1.60, -1.50, 1.85], [1.59, -2.19, 0.68], [1.11, -1.65, -0.38], [2.26, -3.50, 0.82], [2.43, -4.35, -0.02], [1.03, -0.32, 1.92], [-5.49, -0.71, -1.67], [-4.45, 2.55, -1.12], [-3.81, 1.64, -0.42], [-3.86, 1.42, 0.90], [-2.90, 0.68, -1.04], [-5.11, 3.23, -0.60], [-4.40, 2.57, -2.19], [-1.15, -3.28, 0.23], [-1.97, -2.63, -0.32], [-1.81, -1.19, -0.14], [-3.08, -3.10, -1.19], [-3.23, -4.62, -1.16], [-3.77, -5.45, 0.56], [-4.44, -7.24, 0.16], [-5.68, -7.36, -0.48], [-6.23, -8.61, -0.74], [-5.55, -9.76, -0.36], [-4.33, -9.66, 0.29], [-3.78, -8.41, 0.56], [-5.30, -4.49, 1.29], [-5.72, -4.72, 2.61], [-6.84, -4.09, 3.12], [-7.57, -3.21, 2.33], [-7.19, -2.99, 1.01], [-6.07, -3.64, 0.50], [-2.24, -5.51, 1.77], [-2.20, -4.76, 2.94], [-1.06, -4.72, 3.72], [0.07, -5.44, 3.34], [0.04, -6.20, 2.17], [-1.10, -6.23, 1.40], [-2.84, -2.76, -2.20], [-4.02, -2.60, -0.96], [-2.29, -5.09, -1.45], [-3.98, -4.90, -1.90], [-6.22, -6.47, -0.78], [-7.19, -8.68, -1.24], [-5.98, -10.73, -0.56], [-3.81, -10.55, 0.60], [-2.84, -8.34, 1.08], [-5.16, -5.41, 3.23], [-7.15, -4.28, 4.14], [-8.44, -2.70, 2.73], [-7.75, -2.31, 0.38], [-5.81, -3.46, -0.54], [-3.08, -4.20, 3.25], [-1.03, -4.12, 4.63], [0.96, -5.42, 3.95], [0.93, -6.74, 1.87], [-1.11, -6.81, 0.48]]}



{"formula": "C4H10N3", "method": "wB97M-V/def2-TZVPD", "lumo_ev": -4.540, "gap_ev": 9.53, "total_charge": 1, "de_lowest_kcal_mol": 38.9, "smiles": "C=[NH+][C@@H](N)/N=C/C", "elements": ["C", "C", "C", "C", "N", "N", "N", "H", "H", "H", "H", "H", "H", "H", "H", "H", "H"], "xyz": [[-0.61, 2.23, -1.44], [-0.69, 0.48, 0.42], [2.14, -1.90, 0.20], [1.06, -1.05, 0.69], [-0.98, 1.78, -0.31], [-1.94, -0.18, 0.24], [0.45, -0.22, -0.06], [-1.05, 3.12, -1.87], [-0.59, 0.81, 1.48], [3.03, -1.77, 0.83], [1.84, -2.95, 0.32], [2.38, -1.70, -0.84], [0.77, -1.17, 1.74], [-1.77, 2.23, 0.16], [-2.26, -0.73, 1.02], [-1.98, -0.72, -0.62], [0.20, 1.72, -1.96]]}



{"formula": "C5H10N2", "method": "wB97M-V/def2-TZVPD", "lumo_ev": 1.148, "gap_ev": 9.46, "total_charge": 0, "de_lowest_kcal_mol": 66.8, "elements": ["C", "C", "C", "C", "C", "H", "H", "H", "H", "H", "H", "H", "H", "H", "H", "N", "N"], "xyz": [[0.70, 1.88, -0.27], [0.59, 0.53, 0.45], [1.71, -0.42, 0.25], [0.70, -1.54, -0.22], [-2.22, 0.32, 0.09], [0.11, 2.67, 0.32], [1.66, 2.26, -0.57], [0.14, 1.80, -1.17], [0.18, 0.65, 1.46], [2.19, -0.81, 1.18], [2.48, -0.12, -0.50], [0.86, -2.08, -1.15], [0.29, -2.20, 0.57], [-3.24, 0.08, 0.46], [-1.81, 1.30, 0.08], [-0.17, -0.46, -0.30], [-1.50, -0.71, -0.06]]}



{"formula": "C4H4N4O", "method": "wB97M-V/def2-TZVPD", "lumo_ev": -1.641, "gap_ev": 7.64, "total_charge": 0, "de_lowest_kcal_mol": 151.1, "smiles": "Cc1nncc(=O)nn1", "elements": ["C", "C", "C", "C", "H", "H", "H", "H", "N", "N", "N", "N", "O"], "xyz": [[-2.65, -0.63, -0.47], [-1.33, -0.05, -0.08], [1.24, 1.24, 0.14], [1.46, -0.27, -0.23], [-3.06, -0.82, 0.64], [-3.16, -0.05, -1.07], [-2.61, -1.48, -1.15], [2.00, 1.80, 0.27], [-0.99, 1.12, -0.40], [-0.04, 1.71, 0.37], [0.73, -1.01, 0.85], [-0.47, -0.99, 0.85], [2.49, -0.87, -0.82]]}



{"formula": "C6H10NO3S", "method": "wB97M-V/def2-TZVPD", "lumo_ev": 3.437, "gap_ev": 8.26, "total_charge": -1, "de_lowest_kcal_mol": 36.5, "elements": ["C", "C", "C", "C", "C", "C", "N", "O", "O", "O", "S", "H", "H", "H", "H", "H", "H", "H", "H", "H", "H"], "xyz": [[0.89, -1.26, -1.38], [2.48, 1.13, 0.92], [1.78, 1.06, -0.39], [2.41, -0.49, 0.90], [1.65, -0.24, -0.44], [-2.82, 0.46, -1.16], [-2.01, -1.00, 0.90], [-0.13, -1.76, -0.86], [1.41, -1.63, -2.41], [-3.12, 1.30, 1.33], [-2.06, 0.63, 0.54], [3.26, 1.87, 1.28], [1.67, 1.28, 1.68], [1.39, 1.91, -1.04], [-1.92, -1.16, 1.84], [3.33, -0.93, 0.56], [2.03, -1.04, 1.77], [-2.81, 1.48, -1.58], [-2.23, -0.31, -1.78], [-3.95, 0.09, -1.03], [-1.24, -1.40, 0.35]]}



{"formula": "C27H50P2Tc", "method": "wB97M-V/def2-TZVPD", "lumo_ev": [-6.706, -8.126], "gap_ev": [5.82, 5.40], "total_charge": 2, "multiplicity": 4, "de_lowest_kcal_mol": 180.3, "elements": ["Tc", "C", "C", "C", "C", "C", "C", "H", "H", "H", "C", "H", "H", "H", "C", "H", "H", "H", "C", "H", "H", "H", "C", "H", "H", "H", "C", "C", "C", "C", "C", "C", "C", "C", "H", "H", "H", "H", "H", "H", "H", "H", "H", "H", "H", "H", "P", "C", "C", "P", "C", "C", "C", "H", "H", "H", "H", "H", "H", "H", "H", "H", "H", "H", "H", "H", "H", "C", "C", "C", "C", "H", "H", "H", "H", "H", "H", "H", "H", "H"], "xyz": [[0.58, -0.18, 0.26], [-0.82, -1.81, 2.22], [0.51, -1.87, 1.50], [0.79, -0.92, 3.62], [-0.60, -1.21, 3.45], [1.49, -1.31, 2.47], [-2.10, -2.48, 1.90], [-2.06, -3.07, 0.99], [-2.92, -1.74, 1.82], [-2.36, -3.16, 2.73], [-1.64, -0.86, 4.46], [-2.58, -1.39, 4.25], [-1.84, 0.22, 4.39], [-1.31, -1.08, 5.49], [1.37, -0.37, 4.87], [1.35, -1.07, 5.71], [0.79, 0.52, 5.16], [2.41, -0.05, 4.70], [2.98, -1.38, 2.47], [3.29, -2.12, 3.22], [3.42, -0.41, 2.77], [3.40, -1.67, 1.50], [0.87, -3.03, 0.64], [1.42, -3.69, 1.32], [1.53, -2.71, -0.17], [-0.03, -3.53, 0.27], [-1.22, 1.32, -3.23], [-1.78, 0.13, -3.59], [-1.18, -0.83, -4.58], [0.34, -0.89, -4.48], [1.03, -0.61, -3.14], [1.65, 0.60, -2.78], [1.29, 1.94, -3.42], [-0.16, 2.07, -3.98], [-1.45, -0.62, -5.61], [0.77, -0.29, -5.31], [-1.65, -1.80, -4.37], [-0.15, 1.94, -5.08], [-1.68, 1.94, -2.43], [-2.82, -0.10, -3.29], [-0.39, 3.15, -3.85], [1.48, 2.76, -2.71], [2.80, 0.59, -2.68], [2.00, 2.17, -4.25], [0.63, -1.91, -4.75], [1.41, -1.51, -2.63], [-2.23, -0.76, -0.41], [-3.69, 0.21, -0.65], [-2.21, -2.29, -1.37], [2.52, 0.41, -0.65], [-0.78, 0.05, -1.15], [3.95, -0.73, -0.88], [3.09, 2.12, -0.62], [-3.74, 1.11, 0.00], [-4.57, -0.45, -0.43], [-3.63, 0.49, -1.71], [-1.52, -2.18, -2.20], [-3.25, -2.43, -1.72], [-1.96, -3.17, -0.75], [2.66, 2.56, -1.54], [4.19, 2.08, -0.69], [2.72, 2.70, 0.24], [-0.63, 1.15, -1.24], [-0.40, -0.58, -2.00], [4.45, -0.83, 0.09], [4.67, -0.36, -1.66], [3.57, -1.69, -1.28], [-0.68, 2.56, 3.26], [-1.02, 2.02, 1.86], [-1.94, 3.03, 1.16], [0.23, 1.70, 1.02], [-0.13, 3.50, 3.15], [-0.07, 1.87, 3.84], [-1.58, 2.78, 3.85], [-1.63, 1.13, 2.03], [-1.37, 3.95, 0.97], [-2.31, 2.65, 0.20], [-2.80, 3.30, 1.77], [0.15, 2.28, 0.08], [1.10, 2.13, 1.55]]}



{"formula": "C7H15Cs2NO13S3", "method": "wB97M-V/def2-TZVPD", "lumo_ev": -1.729, "gap_ev": 2.65, "total_charge": 0, "de_lowest_kcal_mol": 170.5, "elements": ["Cs", "Cs", "S", "O", "O", "O", "O", "C", "C", "O", "N", "C", "H", "H", "H", "H", "H", "H", "H", "C", "C", "O", "S", "O", "O", "O", "H", "H", "H", "H", "C", "C", "O", "S", "O", "O", "O", "H", "H", "H", "H"], "xyz": [[2.52, 3.70, 9.08], [-1.24, 5.84, 3.14], [1.22, 0.96, 4.58], [0.55, 0.20, 3.50], [0.16, 1.52, 5.45], [2.09, 0.19, 5.39], [1.88, 2.15, 4.02], [-1.74, -4.69, -5.12], [-1.52, -3.67, -3.97], [-2.47, -3.01, -3.57], [-0.30, -3.70, -3.54], [0.23, -3.01, -2.38], [-2.45, -4.35, -5.88], [-2.32, -5.53, -4.75], [-0.80, -5.03, -5.55], [0.27, -4.45, -3.92], [0.08, -3.51, -1.43], [-0.12, -1.98, -2.32], [1.29, -2.91, -2.60], [-5.25, -1.36, 1.95], [-4.84, -0.21, 1.12], [-5.14, 0.96, 1.88], [-6.40, 0.69, 2.82], [-7.59, 1.39, 2.38], [-6.01, 0.75, 4.22], [-6.43, -0.86, 2.47], [-4.53, -1.60, 2.73], [-5.65, -2.22, 1.42], [-5.44, -0.14, 0.20], [-3.77, -0.29, 0.94], [5.39, 3.82, -0.37], [5.17, 2.31, -0.48], [5.63, 2.04, -1.77], [6.67, 3.17, -2.37], [6.16, 4.04, -3.41], [8.08, 2.68, -2.53], [6.60, 4.07, -0.96], [5.48, 3.90, 0.71], [4.67, 4.47, -0.86], [4.14, 1.95, -0.48], [5.74, 1.73, 0.25]]}



{"formula": "C10H19IN2O", "method": "wB97M-V/def2-TZVPD", "lumo_ev": [-1.347, -1.349], "gap_ev": [6.36, 6.35], "total_charge": 0, "de_lowest_kcal_mol": 0.0, "elements": ["C", "C", "C", "C", "C", "C", "C", "C", "C", "C", "N", "N", "O", "I", "H", "H", "H", "H", "H", "H", "H", "H", "H", "H", "H", "H", "H", "H", "H", "H", "H", "H", "H"], "xyz": [[-1.41, 0.19, 0.32], [0.35, -1.56, 0.25], [-1.00, 0.80, -0.94], [1.45, -0.57, 0.85], [-0.89, 0.10, -2.19], [2.75, -1.43, 1.17], [0.95, -0.30, 2.33], [-0.83, 2.98, -2.23], [-1.72, -1.90, 1.39], [-1.04, 2.28, -0.93], [-0.99, -1.14, 0.42], [1.58, 0.61, 0.15], [-2.23, 0.70, 1.07], [2.49, 0.44, -1.56], [0.53, -1.50, -0.89], [0.34, -2.67, 0.43], [-1.29, 0.69, -2.96], [-0.95, -0.95, -2.20], [0.31, 0.24, -2.73], [3.59, -0.77, 1.27], [2.88, -2.05, 0.18], [2.68, -2.10, 1.99], [1.94, -0.15, 2.97], [0.39, -1.08, 2.64], [0.42, 0.62, 2.50], [-0.79, 3.98, -2.06], [-1.61, 2.84, -2.95], [0.16, 2.79, -2.56], [-2.49, -1.24, 1.76], [-2.05, -2.93, 1.07], [-1.09, -2.29, 2.24], [-1.98, 2.72, -0.77], [-0.43, 2.65, -0.02]]}



{"formula": "C9H10N", "method": "wB97M-V/def2-TZVPD", "lumo_ev": -4.822, "gap_ev": 8.47, "total_charge": 1, "de_lowest_kcal_mol": 42.7, "smiles": "C[C@@H]1C=Cc2cccc[n+]21", "elements": ["C", "C", "C", "C", "C", "C", "C", "C", "C", "N", "H", "H", "H", "H", "H", "H", "H", "H", "H", "H"], "xyz": [[-2.37, -1.22, 0.72], [-2.50, 0.11, 0.67], [-1.21, -1.87, 0.38], [-1.38, 0.96, 0.39], [-0.03, -1.28, 0.24], [1.37, -1.43, 0.02], [2.04, -0.27, 0.05], [1.21, 0.92, 0.05], [1.49, 1.54, -1.37], [-0.16, 0.51, 0.24], [-3.29, -1.78, 0.91], [-3.44, 0.60, 1.04], [-1.27, -2.95, 0.39], [-1.61, 2.05, 0.38], [1.67, -2.43, 0.18], [3.14, -0.28, -0.04], [1.51, 1.67, 0.76], [2.50, 2.11, -1.27], [0.68, 2.27, -1.59], [1.63, 0.77, -2.12]]}



{"formula": "C21H35FP2Re", "method": "wB97M-V/def2-TZVPD", "lumo_ev": [-8.502, -8.298], "gap_ev": [3.55, 4.63], "total_charge": 2, "multiplicity": 4, "de_lowest_kcal_mol": 167.2, "elements": ["P", "P", "C", "C", "H", "H", "H", "H", "C", "H", "H", "H", "C", "H", "H", "H", "C", "H", "H", "H", "C", "H", "H", "H", "Re", "C", "C", "C", "C", "C", "C", "C", "C", "C", "H", "H", "H", "H", "H", "H", "H", "H", "H", "H", "H", "H", "H", "H", "H", "F", "C", "C", "C", "C", "C", "C", "H", "H", "H", "H"], "xyz": [[-0.23, -1.79, -4.97], [0.00, 2.15, -5.00], [-0.68, -0.50, -6.26], [0.15, 0.81, -6.31], [-1.77, -0.27, -6.18], [-0.53, -0.98, -7.27], [1.23, 0.56, -6.42], [-0.14, 1.33, -7.25], [-1.45, 3.03, -5.72], [-1.75, 3.87, -5.08], [-2.28, 2.32, -5.81], [-1.23, 3.47, -6.70], [1.34, 3.09, -5.94], [1.11, 3.16, -7.03], [2.30, 2.53, -5.85], [1.51, 4.09, -5.56], [-1.46, -3.06, -5.37], [-1.37, -3.87, -4.63], [-1.30, -3.45, -6.40], [-2.47, -2.60, -5.30], [1.38, -2.43, -5.68], [2.11, -1.60, -5.82], [1.24, -2.98, -6.62], [1.81, -3.11, -4.92], [-1.40, -0.78, -0.63], [0.84, 2.89, -3.23], [-0.56, 3.03, -3.15], [-1.25, 1.75, -3.00], [-1.07, -1.32, -2.52], [0.34, -1.76, -3.31], [1.57, -1.00, -3.02], [1.78, 0.38, -3.34], [1.75, 1.82, -2.66], [-0.24, -2.42, 0.08], [1.35, 3.80, -3.51], [-1.00, 3.98, -3.29], [-0.64, 0.80, -3.37], [-2.17, 1.56, -2.55], [-2.89, -1.49, -0.30], [-1.90, -1.26, -3.31], [0.55, -2.82, -3.09], [1.96, -1.41, -2.05], [1.14, 0.48, -4.25], [2.83, 0.28, -3.60], [1.39, 1.85, -1.63], [2.80, 2.22, -2.74], [0.73, -2.21, 0.60], [-0.02, -3.41, -0.48], [-0.95, -2.72, 0.87], [-0.16, 3.44, 3.65], [-0.27, 2.63, 2.54], [0.90, 2.27, 1.87], [0.78, 1.38, 0.78], [-0.47, 0.79, 0.41], [-1.63, 1.30, 1.09], [-1.54, 2.18, 2.18], [1.87, 2.67, 2.18], [1.68, 1.14, 0.20], [-2.61, 0.98, 0.72], [-2.44, 2.48, 2.73]]}



{"formula": "C7H6", "method": "wB97M-V/def2-TZVPD", "lumo_ev": 0.287, "gap_ev": 8.60, "total_charge": 0, "de_lowest_kcal_mol": 32.3, "smiles": "C#CC1=CC=CC1", "elements": ["C", "C", "C", "C", "C", "C", "C", "H", "H", "H", "H", "H", "H"], "xyz": [[1.73, -2.51, 1.00], [1.10, -1.57, 0.48], [0.37, -0.47, -0.11], [0.87, 0.85, -0.04], [-0.17, 1.85, -0.41], [-1.32, 1.17, -0.55], [-1.14, -0.29, -0.21], [2.43, -3.22, 1.29], [1.98, 1.08, -0.05], [-0.25, 2.91, -0.70], [-2.25, 1.56, -0.75], [-1.56, -0.25, 0.91], [-1.79, -1.11, -0.87]]}